DFT (ωB97M-V/def2-TZVPD) results for a molecular structure, C8H12Cl2N2O3STlV in a non-equilibrium geometry.

## Properties
frontier orbital gap (alpha / beta) = 4.10 / 4.11 eV
2S+1 = 3
E_LUMO (alpha / beta) = -15.824 / -15.824 eV
electronic energy = -83824.1916 eV
maximum force = 14.7 eV/A
net charge = +4
energy relative to the best compared isomer or geometry (same formula, charge and spin) = 10.1 kcal/mol

```
30
Properties=species:S:1:pos:R:3:forces:R:3:lowdin_spin:R:1
Tl 5.63606 2.84026 -4.38724 -0.541 -5.464 3.586 0.00
V -0.04707 -0.04369 -0.03078 1.904 -2.478 -4.588 2.30
Cl 6.71483 1.09199 -3.28860 -1.114 0.666 -0.382 0.00
Cl -1.39427 0.21697 -1.86129 1.340 -0.191 1.818 -0.02
C -1.26832 0.67145 1.14687 -6.382 3.130 5.920 0.07
C 7.45030 3.57716 -5.06022 13.088 4.985 -4.516 0.00
C 4.84657 4.40901 -5.30449 -6.529 9.616 -5.347 0.00
O -2.08149 1.08908 1.85833 3.345 -1.659 -2.993 0.12
O 8.51196 3.99063 -5.42024 -8.163 -3.256 2.817 0.00
O 4.35110 5.33930 -5.82682 3.632 -6.306 3.496 0.00
C -2.32705 -3.24173 -0.60143 0.692 0.117 -0.192 -0.01
N -2.33018 -2.80299 0.83851 0.359 0.281 0.526 -0.01
C -3.67756 -2.83726 1.44949 -0.570 -0.129 0.603 0.00
C -1.21170 -2.41769 1.50717 -0.934 0.028 0.470 -0.01
S 0.25038 -2.31463 0.48133 -0.260 1.166 -0.279 -0.42
N -1.00063 -2.04302 2.80453 -0.337 -0.046 -0.498 0.00
C -1.98064 -1.98671 3.91458 -1.181 -0.336 0.413 0.00
C 0.35805 -1.62089 3.32190 -0.044 -0.200 -0.592 -0.01
H -3.32710 -3.52481 -0.97564 0.430 0.261 0.748 0.00
H -1.67809 -4.11362 -0.70973 -0.026 0.082 -0.043 0.00
H -1.96883 -2.42013 -1.23380 -0.078 -0.262 0.103 0.00
H -3.69771 -3.60067 2.24049 -0.068 0.439 -0.080 0.00
H -3.94155 -1.83241 1.80075 0.024 -0.351 0.184 0.00
H -4.47622 -3.13098 0.74654 0.849 0.154 -0.037 0.00
H -1.67871 -2.65600 4.73553 0.165 0.243 -0.398 0.00
H -2.06102 -0.96235 4.30964 0.300 -0.258 -0.229 0.00
H -2.99824 -2.28817 3.63959 0.627 0.103 -0.081 0.00
H 1.07130 -2.44093 3.19366 -0.032 0.182 -0.018 0.00
H 0.70263 -0.73244 2.77317 0.026 -0.220 0.194 0.00
H 0.34512 -1.35436 4.39392 -0.523 -0.297 -0.606 0.00
```
Forces are in eV/Å.